This record from OMol25 describes a structure of composition C61H66AlN4O2P2. The level of theory is wB97M-V/def2-TZVPD.

Cartesian coordinates (Å):
Al: 0.768 0.655 0.098
C: 3.491 0.508 -5.630
C: 2.172 -0.180 -5.249
C: 1.510 0.457 -4.066
C: 0.634 1.496 -4.062
C: 0.095 2.252 -5.240
C: -1.347 1.867 -5.596
C: 0.354 1.792 -2.683
N: 1.014 0.922 -1.848
C: 1.784 0.150 -2.687
C: 2.828 -0.648 -2.277
C: 3.278 -0.733 -0.975
C: 4.426 -1.512 -0.572
C: 5.376 -2.212 -1.495
C: 6.433 -1.265 -2.079
C: 4.463 -1.456 0.782
C: 3.327 -0.660 1.184
C: 2.869 -0.599 2.486
C: 1.739 0.078 2.887
N: 0.961 0.850 2.055
C: 0.181 1.595 2.900
C: -0.625 2.637 2.500
C: -0.729 3.092 1.205
N: -0.090 2.547 0.125
C: -0.616 3.206 -0.949
C: -0.407 2.861 -2.264
C: -1.535 4.246 -0.538
C: -1.616 4.166 0.810
C: -2.443 4.996 1.743
C: -1.620 6.065 2.478
C: -2.317 5.134 -1.457
C: -3.631 4.481 -1.913
C: 0.391 1.214 4.272
C: 1.370 0.269 4.266
C: 2.021 -0.403 5.438
C: 3.220 0.381 5.998
C: -0.260 1.860 5.456
C: 0.356 3.225 5.800
N: 2.661 -0.159 0.102
C: 5.450 -2.107 1.707
C: 5.009 -3.502 2.173
H: 3.937 0.043 -6.512
H: 4.212 0.451 -4.809
H: 3.325 1.566 -5.849
H: 2.353 -1.236 -5.041
H: 1.488 -0.150 -6.100
H: 0.744 2.083 -6.099
H: 0.136 3.324 -5.034
H: -1.421 0.802 -5.837
H: -1.707 2.434 -6.458
H: -2.013 2.068 -4.751
H: 3.377 -1.188 -3.040
H: 4.819 -2.683 -2.308
H: 5.868 -3.021 -0.954
H: 5.962 -0.441 -2.621
H: 7.096 -1.794 -2.767
H: 7.043 -0.830 -1.283
H: 3.454 -1.098 3.251
H: -1.192 3.156 3.263
H: -0.866 3.479 -3.028
H: -2.936 4.344 2.469
H: -3.240 5.481 1.177
H: -0.837 5.610 3.090
H: -2.257 6.668 3.129
H: -1.133 6.732 1.762
H: -1.716 5.394 -2.331
H: -2.535 6.074 -0.949
H: -3.434 3.536 -2.429
H: -4.185 5.134 -2.593
H: -4.268 4.260 -1.051
H: 2.339 -1.406 5.147
H: 1.279 -0.536 6.227
H: 4.008 0.483 5.247
H: 3.643 -0.118 6.873
H: 2.916 1.388 6.294
H: -0.165 1.199 6.318
H: -1.331 1.986 5.272
H: 1.419 3.124 6.032
H: -0.141 3.668 6.666
H: 0.268 3.921 4.963
H: 5.613 -1.468 2.577
H: 6.412 -2.183 1.199
H: 4.134 -3.436 2.828
H: 5.808 -4.000 2.727
H: 4.744 -4.129 1.316
O: -1.298 0.337 0.040
P: -2.531 -0.494 0.266
C: -2.027 -2.165 0.755
P: -0.438 -2.609 -0.024
O: 0.502 -1.449 0.135
C: 0.098 -4.053 0.878
C: -0.788 -5.105 1.136
C: -0.356 -6.212 1.847
C: 0.956 -6.267 2.306
C: 1.834 -5.220 2.056
C: 1.409 -4.106 1.342
C: -0.691 -3.066 -1.738
C: -0.581 -4.387 -2.181
C: -0.753 -4.681 -3.525
C: -1.036 -3.664 -4.429
C: -1.132 -2.348 -3.995
C: -0.948 -2.044 -2.656
C: -3.564 0.147 1.581
C: -4.795 0.743 1.298
C: -5.539 1.313 2.323
C: -5.062 1.278 3.627
C: -3.838 0.682 3.912
C: -3.083 0.125 2.893
C: -3.559 -0.621 -1.193
C: -4.515 -1.632 -1.313
C: -5.328 -1.685 -2.435
C: -5.196 -0.721 -3.428
C: -4.254 0.293 -3.303
C: -3.427 0.345 -2.189
H: -2.813 -2.902 0.593
H: -1.790 -2.126 1.820
H: -1.813 -5.062 0.780
H: -1.039 -7.030 2.048
H: 1.293 -7.132 2.865
H: 2.854 -5.272 2.418
H: 2.086 -3.276 1.141
H: -0.361 -5.186 -1.484
H: -0.666 -5.705 -3.868
H: -1.175 -3.898 -5.477
H: -1.340 -1.550 -4.700
H: -0.983 -1.010 -2.326
H: -5.171 0.770 0.282
H: -6.493 1.778 2.104
H: -5.647 1.714 4.426
H: -3.475 0.651 4.933
H: -2.115 -0.315 3.119
H: -4.636 -2.374 -0.530
H: -6.067 -2.471 -2.534
H: -5.833 -0.760 -4.303
H: -4.166 1.041 -4.082
H: -2.676 1.125 -2.083

Calculated values
- Total energy: -3658.921037 a.u.
- Molecular weight: 976.15 g/mol
- Kohn-Sham gap: 5.77 eV
- E_HOMO: -8.6 eV
- Max |F|: 0.35 eV/Å
- Charge: +1
- Multiplicity: 1
- LUMO energy: -2.832 eV



This record from OMol25 describes a cluster of 2 separate species, C3H9O2 in total at a distorted geometry. The level of theory is wB97M-V/def2-TZVPD.

Cartesian coordinates (Å):
C: 0.702 -0.533 1.030
O: 0.762 -0.907 -0.258
C: 0.213 0.947 1.272
C: -1.196 1.279 1.774
H: -0.034 -1.112 1.666
H: 1.714 -0.584 1.501
H: 1.001 1.484 1.838
H: 0.381 1.371 0.247
H: -1.303 2.370 1.828
H: -1.852 0.923 0.978
H: -1.365 0.807 2.748
H: -0.234 -1.803 -5.366
H: 0.847 -1.840 -4.322
O: 0.363 -2.402 -4.936

Calculated values
- Total energy: -270.143206 a.u.
- Molecular weight: 77.10 g/mol
- Kohn-Sham gap: 5.80 eV
- E_HOMO: -2.1 eV
- Max |F|: 2.32 eV/Å
- Charge: -1
- Multiplicity: 1
- LUMO energy: 3.694 eV



What is the total energy in the first record?
-3658.921037 a.u.



What is the E_HOMO in the first record?
-8.6 eV